1.
Formula: C18H40AsFNPtSe3Si4Te
Source: OMol25
Level of theory: wB97M-V/def2-TZVPD

Structure (XYZ):
```
70
Properties=species:S:1:pos:R:3:nbo_charge:R:1
Pt 0.2382 -0.8362 -0.2703 0.43
C -0.3681 -3.7766 -1.5796 -1.14
Si -1.5337 -3.1446 -0.2571 1.83
C -3.0794 -4.1865 -0.5751 -1.13
C -0.8882 -3.6729 1.4093 -1.16
N -1.7477 -1.3908 -0.3912 -1.10
C -2.8192 -0.7086 0.1408 0.12
C -4.0533 -1.3218 0.4447 -0.23
C -5.1471 -0.6446 0.9549 -0.23
C -5.0890 0.7192 1.1997 -0.28
C -3.9057 1.3704 0.8912 -0.26
C -2.8398 0.6732 0.3717 0.32
F -1.7497 1.4252 0.0339 -0.35
H -0.2713 -4.8568 -1.4462 0.23
H 0.6348 -3.3557 -1.5085 0.25
H -0.7508 -3.5971 -2.5824 0.22
H -2.7322 -5.2128 -0.7095 0.23
H -3.6038 -3.8900 -1.4836 0.23
H -3.7935 -4.1931 0.2448 0.22
H -0.7717 -4.7589 1.4342 0.22
H -1.5789 -3.3819 2.2029 0.24
H 0.0785 -3.2259 1.6450 0.26
H -4.1532 -2.3779 0.2672 0.20
H -6.0524 -1.2001 1.1648 0.20
H -5.9311 1.2593 1.6074 0.20
H -3.7806 2.4344 1.0435 0.21
Se -0.0044 -0.0943 2.0742 -0.34
Se 1.5565 -1.2773 3.3558 -0.21
Te 3.5333 -0.4914 2.0295 0.13
Se 2.5917 -1.2853 -0.1677 -0.53
C 0.3452 -0.1712 -6.0125 -1.13
Si 0.1287 -1.0425 -4.3632 1.45
C -1.6045 -1.7457 -4.2800 -1.14
C 1.4531 -2.3590 -4.2882 -1.13
As 0.2828 0.3340 -2.4576 -0.47
Si 2.3706 1.4531 -2.6129 1.50
C 3.6929 0.2270 -3.1250 -1.14
C 2.6795 2.2482 -0.9531 -1.15
C 2.3604 2.8105 -3.9088 -1.14
Si -1.2796 2.0400 -2.8991 1.48
C -0.8826 3.4575 -1.7334 -1.13
C -1.0766 2.6699 -4.6597 -1.13
C -3.0327 1.3993 -2.7425 -1.14
H 0.4700 -0.9257 -6.7922 0.23
H 1.2341 0.4593 -6.0204 0.23
H -0.5072 0.4495 -6.2761 0.23
H -1.6736 -2.6966 -4.8119 0.23
H -2.3098 -1.0475 -4.7350 0.23
H -1.9179 -1.8992 -3.2471 0.26
H 1.0959 -3.2528 -4.8049 0.24
H 1.7252 -2.6469 -3.2762 0.26
H 2.3515 -2.0057 -4.7938 0.24
H 3.3763 -0.8051 -3.0282 0.26
H 4.5583 0.3424 -2.4735 0.25
H 3.9957 0.4038 -4.1586 0.22
H 2.0718 1.8120 -0.1572 0.28
H 2.4749 3.3199 -0.9936 0.23
H 3.7189 2.1010 -0.6531 0.24
H 2.1854 2.4310 -4.9139 0.23
H 3.3510 3.2706 -3.8942 0.23
H 1.6277 3.5878 -3.7023 0.23
H -0.3732 4.2629 -2.2655 0.22
H -0.2518 3.1488 -0.9034 0.26
H -1.8018 3.8550 -1.3035 0.24
H -0.0622 2.6332 -5.0436 0.24
H -1.4005 3.7125 -4.6685 0.23
H -1.7157 2.1154 -5.3453 0.23
H -3.0744 0.3340 -2.5193 0.26
H -3.5716 1.5752 -3.6745 0.23
H -3.5580 1.9030 -1.9347 0.25
```

Maximum force   0.835 eV/A
HOMO-LUMO gap   6.339 eV
Charge   -1
Spin multiplicity   1
HOMO level   -3.851 eV


2.
Formula: C2H3CoF3O3S
Source: OMol25
Level of theory: wB97M-V/def2-TZVPD

Structure (XYZ):
```
13
Properties=species:S:1:pos:R:3:mulliken_spin:R:1
S 1.1560 1.1698 -0.0433 -0.03
O 0.2839 1.0290 -1.2591 0.04
O 0.1891 1.2127 1.1068 0.04
C 2.0628 -0.4479 0.1282 0.00
F 2.8465 -0.5963 -0.9257 0.00
F 2.7859 -0.3881 1.2343 0.00
F 1.2896 -1.5647 0.2202 0.00
O 2.1762 2.1974 -0.0842 0.01
Co -1.3662 0.9133 -0.1183 2.90
C -2.6485 -0.6603 -0.0573 0.02
H -2.9565 -0.8750 0.9823 0.02
H -3.5568 -0.4180 -0.6384 0.01
H -2.2620 -1.5720 -0.5455 0.00
```

Expectation value of S²   3.76
Maximum force   2.148 eV/A
HOMO-LUMO gap (spin up / spin down)   9.557 / 9.408 eV
Spin multiplicity   4
HOMO level (spin up / spin down)   -9.875 / -10.576 eV


3.
Formula: C4H11N3O
Source: OMol25
Level of theory: wB97M-V/def2-TZVPD

Structure (XYZ):
```
19
Properties=species:S:1:pos:R:3:nbo_charge:R:1
N 2.5505 1.1175 -1.6765 -0.83
C 2.1158 0.0758 -0.6865 -0.07
N 0.8912 0.6177 0.0284 -0.69
C -0.1047 -0.4228 -0.2690 -0.23
C -1.5245 0.0912 -0.2702 -0.25
N -2.0147 0.0783 1.1213 -0.63
C -2.3355 -1.0791 1.7773 0.53
O -2.6061 -2.1379 1.2974 -0.59
H 2.7116 1.8990 -0.9935 0.35
H 1.8010 1.3390 -2.2813 0.35
H 2.0759 -0.9345 -1.1114 0.20
H 3.1295 -0.0664 0.0142 0.17
H 0.8885 0.8881 1.0255 0.37
H 0.0391 -1.3273 0.4124 0.18
H 0.0608 -0.8008 -1.2667 0.19
H -2.1068 -0.5067 -0.9671 0.22
H -1.5029 1.1364 -0.6903 0.22
H -1.6506 0.8737 1.7422 0.39
H -2.4180 -0.8412 2.7938 0.10
```

SMILES   NCNCCNC=O
Maximum force   4.725 eV/A
HOMO-LUMO gap   9.805 eV
Relative energy (zero: lowest compared OMol25 entry of this formula, charge and spin)   58.6 kcal/mol
Spin multiplicity   1
HOMO level   -9.116 eV